Below is C31H32Cl2N4OS3SiTa as an isolated structure, with properties calculated with ωB97M-V/def2-TZVPD.

The geometry in ORCA input format:
```
! wB97M-V def2-TZVPD RIJCOSX def2/J DEFGRID3
* xyz 1 1
Cl -2.82883 0.26195 -2.32160
C 1.70307 6.21445 0.09113
H 2.27329 2.22166 2.20924
C -1.98436 -2.00754 -3.48004
O -2.06160 0.75474 0.23821
H -1.66614 -4.84099 1.97296
C 3.92760 3.31376 -1.03570
H 4.50917 6.87599 1.85535
H -0.76454 -4.35829 0.53686
C 1.83552 -2.15972 1.67090
C 1.65501 1.86506 -1.48889
C 1.29820 2.70873 2.18805
H -0.28251 2.08530 4.20182
H 5.26251 4.86218 0.65816
C -0.98043 1.53344 2.23694
C 2.84337 -1.15560 -2.36578
C -3.38786 1.19132 2.11793
H -3.61680 -1.24437 1.06957
Ta -0.69837 -0.19597 -0.74194
H -4.49094 1.52039 3.91388
C -2.04690 -2.95476 -4.50962
H -3.89712 -2.90335 1.58191
H 4.03531 2.52185 -0.29467
C 0.92942 -1.61223 0.77620
H -2.19900 -2.60241 4.18881
C -0.91433 -4.14232 1.59759
C -3.51255 1.50944 3.45243
C -2.12917 1.15419 1.52040
C -3.74049 -1.69114 -5.65775
H 1.41674 3.59709 1.56537
H 0.70561 6.59675 -0.08404
H 0.01673 -4.35134 2.12511
C 2.55084 6.86084 0.97711
N 1.67389 1.85100 -0.20978
H 1.53373 -2.42843 2.67263
H -4.41055 -1.57447 -6.49760
H 3.12939 -0.11281 -2.50722
C 4.25786 5.23854 0.49965
H 3.67704 -1.77501 -2.69085
H -1.96084 -0.90831 3.75397
H 4.90932 3.49102 -1.47702
Cl -1.03170 -4.35139 -4.46170
C -2.91102 -2.79954 -5.57966
H -2.46735 2.02658 5.26232
S 2.93944 2.63338 -2.38745
H -4.25052 0.94839 1.51211
C -1.14367 1.83496 3.60144
C 3.40655 4.57496 -0.38060
H 2.22006 7.74816 1.50038
H 4.46406 -2.23531 -0.46996
S -0.87438 -2.21663 -2.13702
H -3.17918 -2.59033 0.00292
C 0.29005 1.79350 1.56206
H -4.34575 0.14132 -4.69556
C 3.47382 -2.02632 -0.09217
C 3.83433 6.37105 1.17658
C 2.53464 -1.44718 -0.93421
C -2.83721 -0.92232 -3.60675
N -0.41202 -1.34001 0.92626
C -3.20523 -2.25216 1.04140
C -3.71006 -0.73200 -4.65988
N 0.52038 1.32881 0.36495
C 2.12849 5.07669 -0.58333
Si -1.52602 -2.40138 1.83321
H 1.45804 4.59029 -1.28160
N 1.30037 -1.21723 -0.46071
H 1.97660 -1.36148 -2.99140
C -2.37844 1.80390 4.20836
H -0.56733 -1.94513 4.07549
H -2.92408 -3.55495 -6.35254
C 3.12557 -2.35728 1.21085
S 0.36799 1.18844 -2.46651
C -1.56218 -1.91607 3.62524
H 3.86521 -2.79822 1.86700
H 1.01500 3.02097 3.18416
*
```

Output
HOMO energy   -0.40062 Ha
Orbital gap   7.22 eV
Calculated total energy   -3956.2554 hartree
LUMO energy   -3.68 eV
Energy relative to the best compared isomer or geometry (same formula, charge and spin)   3.1 kcal/mol

Here are the Mulliken charges for atoms 1 to 4, given in e:
1 Cl -0.006
2 C -0.697
3 H 0.306
4 C 0.173